Formula: C3HF2NO
Source: OMol25
Level of theory: ωB97M-V/def2-TZVPD

The value obtained for the total energy is -12096.1915 eV. The relative energy (zero: lowest compared OMol25 entry of this formula, charge and spin) is 50.9 kcal per mole. The calculation puts the largest force on an atom at 3.74 eV Å⁻¹. The LUMO energy comes out at -0.61 eV.

Positions of all 8 atoms, in Å:
C -2.09143 0.07846 0.05100
C -0.55203 0.39151 -0.12951
C 1.25203 -0.26014 0.30263
N -3.17162 -0.10791 -0.25961
O -0.34556 1.25848 -0.92963
F 1.67739 -0.40850 -0.97659
F 1.35733 -1.38436 1.02886
H 1.87388 0.43246 0.91286

Cartesian forces, eV/Å:
C 3.74 -0.04 0.11
C 1.48 0.66 -0.74
C -1.75 0.19 0.12
N -1.28 -0.24 0.09
O -0.52 -0.66 0.88
F -0.17 -0.13 1.53
F -0.60 -0.34 -0.91
H -0.90 0.56 -1.09

These are the natural (NBO) partial charges, in e, on atoms 1 to 4:
1. C 0.160
2. C 0.429
3. C 0.578
4. N -0.246

Formula: C7H21NO3P2V
Source: OMol25
Level of theory: ωB97M-V/def2-TZVPD

The total charge is +2. The value obtained for the total energy is -59474.6159 eV. The relative energy (zero: lowest compared OMol25 entry of this formula, charge and spin) is 9.2 kcal per mole. The calculation puts the largest force on an atom at 7.07 eV Å⁻¹. The LUMO energy (alpha / beta) comes out at -9.53 / -9.08 eV. As for the spin multiplicity: 2.

Positions of all 35 atoms, in Å:
V 0.27599 -0.57981 0.60583
H 0.92791 0.65493 -3.01187
H 0.43974 0.10419 -3.08052
P 1.20828 1.50209 0.45771
P -1.70628 -1.00102 -0.45323
C -2.20263 -2.15646 0.86173
H -2.92766 -2.84073 0.39723
H -1.33383 -2.70473 1.24971
H -2.66652 -1.58739 1.67195
C -3.17858 -0.00511 -0.71865
H -3.01908 0.70459 -1.54488
H -3.99710 -0.70347 -0.94662
H -3.38375 0.55841 0.20181
C -1.56711 -2.01602 -1.96511
H -0.79794 -2.79547 -1.85993
H -2.53932 -2.48128 -2.13928
H -1.28143 -1.38732 -2.82108
C 0.20379 3.02437 0.55158
H 0.86815 3.86220 0.78205
H -0.29896 3.17634 -0.41242
H -0.52970 2.86941 1.33857
C 2.18577 1.61348 2.01471
H 2.79922 0.71468 2.07788
H 2.80449 2.51530 1.96005
H 1.49490 1.64973 2.85884
C 2.46417 1.96283 -0.79446
H 2.00715 2.15742 -1.77536
H 2.98520 2.86352 -0.44282
H 3.18792 1.14936 -0.91238
C 0.94984 -1.95041 1.96748
O 1.45539 -2.59180 2.79629
H -0.90194 0.40740 -0.05965
O 2.55620 -1.36325 0.75905
N 2.36663 -2.53851 0.35059
O 1.15108 -2.78748 0.03518

Cartesian forces, eV/Å:
V 1.84 -2.87 -0.55
H 0.07 0.08 0.01
H -0.08 -0.12 -0.01
P 1.87 3.33 0.18
P -2.11 -1.27 -1.79
C 0.50 0.40 0.51
H 0.20 0.11 0.18
H -0.45 -0.24 -0.11
H -0.09 -0.24 0.00
C 0.14 0.33 0.05
H -0.18 -0.27 0.19
H 0.12 0.38 0.03
H -0.17 -0.12 -0.26
C 1.04 0.20 -0.09
H -0.25 0.21 0.09
H -0.03 0.13 0.04
H -0.27 -0.18 0.22
C -0.21 -0.75 -0.40
H -0.18 -0.11 -0.02
H 0.05 0.15 0.29
H -0.16 0.36 0.08
C -0.48 -0.60 -0.41
H 0.23 0.18 0.21
H -0.13 -0.18 0.14
H 0.19 0.12 0.13
C -0.07 -0.67 -0.46
H 0.10 0.02 0.38
H -0.24 -0.22 -0.01
H -0.03 0.17 0.02
C 1.38 -2.28 6.55
O -2.57 2.33 -2.96
H 0.11 0.24 0.45
O -1.16 -0.20 -1.24
N 0.02 -0.02 -1.42
O 1.01 1.60 -0.02

These are the natural (NBO) partial charges, in e, on atoms 1 to 4:
1. V 0.779
2. H 0.023
3. H -0.018
4. P 0.944

Formula: C4H6N2O
Source: OMol25
Level of theory: ωB97M-V/def2-TZVPD

The value obtained for the total energy is -9266.3987 eV. The relative energy (zero: lowest compared OMol25 entry of this formula, charge and spin) is 163.8 kcal per mole. The calculation puts the largest force on an atom at 3.53 eV Å⁻¹. The LUMO energy (alpha / beta) comes out at -0.59 / -0.59 eV.

Positions of all 13 atoms, in Å:
H 0.87763 -0.97231 -2.37587
N 0.60472 -1.48736 -1.54394
C 0.27280 -0.95419 -0.46171
C 1.13641 -0.81225 0.74698
O -1.30973 -1.19113 -0.00251
N -1.92596 -0.10588 -0.48737
C -1.19217 0.89647 -0.38714
C -0.93646 2.02003 0.24730
H 1.84042 -1.64454 0.80093
H 1.68729 0.12870 0.67405
H 0.53655 -0.79638 1.65610
H 0.04873 2.46608 0.18352
H -1.64022 2.45276 0.94967

Cartesian forces, eV/Å:
H 0.46 -0.74 0.15
N -1.56 2.66 0.49
C 0.10 -3.52 -0.18
C -0.33 0.74 0.60
O 1.85 -0.75 0.17
N -0.48 0.36 -1.63
C -0.83 0.98 1.21
C 0.98 0.03 -0.22
H -0.08 0.12 -0.27
H 0.07 -0.09 0.06
H 0.00 0.13 -0.11
H -0.30 0.53 -0.55
H 0.10 -0.43 0.25

These are the natural (NBO) partial charges, in e, on atoms 1 to 4:
1. H 0.423
2. N -0.710
3. C 0.639
4. C -0.724

Formula: C11H29FO4Zn
Source: OMol25
Level of theory: ωB97M-V/def2-TZVPD

The value obtained for the total energy is -71203.7730 eV. The calculation puts the largest force on an atom at 1.94 eV Å⁻¹. The LUMO energy comes out at 0.39 eV.

Positions of all 46 atoms, in Å:
Zn -12.87432 -3.34142 5.51944
F -11.07416 -2.82415 5.13465
C -13.20406 -7.30084 7.01663
C -13.01754 -6.44433 5.79242
O -13.51941 -5.14902 5.89419
H -12.94322 -8.32865 6.75380
H -14.26451 -7.29291 7.29151
H -12.63540 -6.98707 7.89213
H -13.51362 -6.92738 4.93377
H -11.95745 -6.41868 5.49035
C -12.46983 -4.42852 9.23562
C -13.39151 -3.38896 8.62921
C -13.79871 -2.33098 9.63897
O -12.68145 -2.75060 7.53272
H -12.13716 -5.12228 8.46476
H -12.95233 -4.99049 10.03863
H -11.57441 -3.98096 9.68046
H -14.25209 -3.91736 8.22459
H -14.53966 -2.74240 10.33354
H -14.30918 -1.49437 9.16016
H -12.97422 -1.99088 10.26681
H -11.94991 -2.28704 7.95935
C -14.52575 -2.83291 1.52203
C -14.33123 -3.80238 2.66742
C -14.32276 -5.25024 2.16900
O -13.10090 -3.54379 3.34811
H -14.31942 -1.80839 1.83820
H -15.51770 -2.83456 1.06468
H -13.86766 -3.08183 0.68315
H -15.09054 -3.74372 3.44612
H -14.33138 -5.96811 2.98486
H -13.47648 -5.36128 1.48684
H -15.22006 -5.45921 1.57557
H -12.35113 -3.65918 2.75218
C -15.15965 0.21652 6.12485
C -14.46885 -0.60746 5.03489
C -13.03557 -0.17483 4.84961
O -14.44058 -1.99960 5.43036
H -16.22020 -0.03592 6.18628
H -15.10160 1.27240 5.85932
H -14.63436 0.06242 7.06597
H -15.05283 -0.51262 4.11426
H -12.50880 -0.70399 4.05562
H -12.50257 -0.30106 5.79302
H -12.95017 0.88225 4.58470
H -15.32343 -2.21165 5.75941

Cartesian forces, eV/Å:
Zn 1.21 -1.50 -0.25
F -0.58 0.07 0.10
C -0.55 -0.28 0.06
C 0.38 1.03 -1.12
O -0.40 0.84 0.58
H 0.10 -0.07 0.20
H 0.06 -0.01 0.04
H 0.11 -0.01 -0.17
H -0.09 -0.34 0.13
H 0.13 -0.13 0.23
C 0.28 -0.25 0.17
C 0.66 -0.04 0.39
C -0.86 -0.25 0.27
O -0.49 0.11 1.01
H -0.11 0.07 0.04
H -0.14 0.00 -0.11
H -0.07 0.20 -0.08
H -0.01 0.25 -0.39
H 0.12 -0.13 -0.03
H 0.25 0.11 -0.08
H 0.17 0.14 -0.26
H 0.23 -0.02 -0.56
C -0.10 0.46 -0.33
C 0.01 -1.18 -0.17
C -0.55 0.35 -0.37
O -0.22 0.41 -0.24
H 0.06 -0.03 -0.01
H -0.16 -0.21 0.39
H 0.26 0.04 0.21
H -0.07 0.40 -0.07
H 0.44 0.05 0.07
H 0.12 -0.33 0.19
H 0.02 0.15 0.01
H 0.08 0.02 0.21
C 0.22 -0.13 -0.55
C 0.08 0.57 0.26
C 0.32 0.35 -0.21
O -0.87 0.36 -0.13
H 0.04 -0.10 0.27
H 0.01 0.01 0.03
H -0.18 -0.01 0.14
H 0.15 -0.16 -0.11
H -0.07 -0.35 0.21
H 0.12 -0.17 -0.09
H -0.34 0.01 0.08
H 0.23 -0.33 0.02

These are the natural (NBO) partial charges, in e, on atoms 1 to 4:
1. Zn 1.764
2. F -0.913
3. C -0.625
4. C -0.029

Formula: C4H13O3
Source: OMol25
Level of theory: ωB97M-V/def2-TZVPD

The total charge is -1. The value obtained for the total energy is -10502.1190 eV. The relative energy (zero: lowest compared OMol25 entry of this formula, charge and spin) is 2.3 kcal per mole. The calculation puts the largest force on an atom at 1.31 eV Å⁻¹. The LUMO energy comes out at 3.77 eV.

Positions of all 20 atoms, in Å:
C -0.56014 -1.49540 -0.47746
O -1.56710 -0.91523 0.22897
C -0.16995 -0.72315 -1.76336
C 0.26512 0.68443 -1.46237
C 1.16279 1.27450 -2.53803
H 0.37962 -1.61111 0.10013
H -0.84633 -2.48905 -0.90056
H -1.03413 -0.76875 -2.42934
H 0.66654 -1.30331 -2.12665
H 0.74146 0.70288 -0.46441
H -0.60773 1.30080 -1.29854
H 1.20110 2.37113 -2.59112
H 0.88057 0.91519 -3.53729
H 2.20414 0.93928 -2.43223
H 0.65939 0.46263 2.48561
H 1.68327 1.42934 1.87201
O 1.47251 1.02582 2.72412
H -1.20841 -0.58195 1.38244
H -1.43055 0.49125 2.75295
O -0.82254 -0.18035 2.43372

Cartesian forces, eV/Å:
C -0.20 0.05 -0.82
O -0.14 0.10 0.51
C -0.21 -0.44 1.22
C 0.12 0.50 0.49
C 0.62 0.03 -0.54
H -0.09 -0.14 0.10
H 0.13 -0.15 0.52
H 0.19 0.10 -0.31
H 0.34 -0.16 -0.77
H 0.15 -0.07 -0.41
H -0.38 0.21 -0.15
H -0.16 -0.17 0.21
H -0.22 0.13 0.14
H -0.14 0.00 0.16
H 0.03 0.34 0.60
H 0.08 -0.01 0.25
O -0.07 -0.16 -0.68
H -0.08 0.23 -0.25
H 0.00 -0.03 -0.14
O 0.02 -0.37 -0.12

These are the natural (NBO) partial charges, in e, on atoms 1 to 4:
1. C -0.010
2. O -0.874
3. C -0.419
4. C -0.416

Formula: C6H9ClNO2
Source: OMol25
Level of theory: ωB97M-V/def2-TZVPD

The total charge is +1. The value obtained for the total energy is -24464.0710 eV. The relative energy (zero: lowest compared OMol25 entry of this formula, charge and spin) is 46.3 kcal per mole. The calculation puts the largest force on an atom at 5.67 eV Å⁻¹. The LUMO energy comes out at -4.04 eV.

Positions of all 19 atoms, in Å:
C -1.59628 -0.12271 -0.98589
C -2.08474 2.13669 0.97838
C -0.29696 -0.03247 -0.63997
C -1.65579 2.54883 -0.19387
C 2.00138 -1.12875 -0.67053
C 0.59485 -1.34697 1.20274
N 0.60953 -1.19533 -0.28446
O -2.69966 -0.15420 -1.14374
O -2.24610 1.62588 2.02476
Cl -0.01767 3.21869 -0.34181
H 0.20643 0.83820 -1.06210
H -2.26797 3.02525 -0.99673
H 2.62797 -0.34155 -0.10504
H 2.63350 -1.97552 -0.36024
H 2.22063 -0.93352 -1.84769
H 1.11105 -2.24068 1.66273
H 0.97058 -0.42163 1.75339
H -0.37916 -1.34805 1.74583
H 0.26841 -2.15216 -0.73577

Cartesian forces, eV/Å:
C 4.35 -0.47 1.42
C 0.56 -1.17 2.53
C 0.85 -0.33 -1.31
C -0.17 2.10 -1.83
C 4.51 2.32 -2.55
C -0.26 0.40 3.90
N -2.42 -2.48 0.32
O -3.54 -0.28 -0.77
O -0.12 1.03 -2.22
Cl -0.40 -0.38 0.48
H 0.06 -0.26 0.46
H 0.07 -0.98 1.09
H -1.76 -0.47 -0.87
H -1.17 -0.47 -0.26
H -1.06 -0.54 2.89
H -0.11 0.84 -1.36
H 0.30 -0.96 -1.50
H -0.09 -0.36 -1.58
H 0.42 2.48 1.17

These are the natural (NBO) partial charges, in e, on atoms 1 to 4:
1. C 0.763
2. C 0.719
3. C -0.453
4. C -0.607

Formula: C3H4OS
Source: OMol25
Level of theory: ωB97M-V/def2-TZVPD

The value obtained for the total energy is -16055.9153 eV. The relative energy (zero: lowest compared OMol25 entry of this formula, charge and spin) is 50.6 kcal per mole. The calculation puts the largest force on an atom at 2.16 eV Å⁻¹. The LUMO energy comes out at -0.84 eV.

Positions of all 9 atoms, in Å:
C -0.30691 -0.36081 -0.60295
C 0.63013 0.45197 0.09919
C -1.48977 -0.83504 -0.23125
O 2.31014 1.80329 1.37508
S 1.18878 0.85472 1.58697
H 0.18868 -0.64367 -1.55776
H 1.30702 0.85023 -0.57781
H -1.74235 -0.65504 0.82858
H -2.08571 -1.46564 -0.92004

Cartesian forces, eV/Å:
C 0.26 -1.26 -0.94
C 0.30 0.06 1.89
C 0.06 -0.35 0.46
O -0.30 -0.39 0.57
S -0.31 0.15 -1.11
H -1.09 0.20 0.31
H 1.36 1.19 -1.18
H -0.62 -0.10 -0.85
H 0.34 0.49 0.84

These are the natural (NBO) partial charges, in e, on atoms 1 to 4:
1. C -0.247
2. C -0.531
3. C -0.339
4. O -0.902

Formula: C17H40BiNP3S
Source: OMol25
Level of theory: ωB97M-V/def2-TZVPD

The total charge is +3. The value obtained for the total energy is -64280.2403 eV. The relative energy (zero: lowest compared OMol25 entry of this formula, charge and spin) is 56.4 kcal per mole. The calculation puts the largest force on an atom at 2.55 eV Å⁻¹. The LUMO energy (alpha / beta) comes out at -12.47 / -12.59 eV.

Positions of all 63 atoms, in Å:
Bi 0.34068 -0.53958 0.74040
P -0.60892 1.70045 2.62819
P -2.56790 -0.87073 0.51419
P 2.71385 1.07223 1.08906
H 0.57853 -2.40577 -6.28730
C 1.58920 -2.46010 -5.85627
C 1.87780 -3.37146 -4.91792
H 1.09090 -4.02231 -4.53147
C -1.12668 3.25296 1.80579
C -2.07538 1.44385 3.69312
C 0.49335 2.42127 3.90422
C -2.88535 -2.29460 -0.58045
C -3.68057 -1.30508 1.89341
C -3.43550 0.45836 -0.39952
C 4.05768 0.53364 -0.02100
C 3.55115 1.02055 2.72307
C 2.58290 2.85711 0.69067
H 2.33373 -1.74971 -6.25251
H 2.90507 -3.54230 -4.56894
H -1.41578 3.97861 2.58380
H -1.98932 3.05183 1.15285
H -0.29532 3.66405 1.21375
H -2.26697 2.36982 4.25520
H -1.87558 0.63639 4.41229
H -2.96186 1.20806 3.09222
H -0.08378 3.16081 4.48391
H 1.35596 2.93226 3.45474
H 0.83709 1.63480 4.59285
H -3.96691 -2.45501 -0.69611
H -2.41712 -3.19092 -0.15229
H -2.44447 -2.09949 -1.56231
H -4.71820 -1.10997 1.59344
H -3.43325 -0.73582 2.79493
H -3.55998 -2.37685 2.09611
H -4.42646 0.09297 -0.71099
H -2.85281 0.73620 -1.29131
H -3.55266 1.34556 0.24121
H 4.88440 1.26049 -0.01694
H 3.66255 0.42492 -1.03992
H 4.42710 -0.44089 0.32228
H 4.51359 1.55151 2.68732
H 3.74749 -0.02739 2.98815
H 2.93124 1.46690 3.50959
H 3.58529 3.30085 0.60764
H 2.00505 3.39903 1.44988
H 2.07431 2.96296 -0.27745
C 0.82181 -1.59875 -2.63205
C 1.12772 -0.47598 -3.43386
C 0.12807 0.07022 -4.23012
C -1.14427 -0.50481 -4.25425
C -1.37545 -1.73525 -3.61093
C -0.39169 -2.29726 -2.80985
S 1.86925 -2.08329 -1.39332
H 0.00129 0.04652 -0.96698
H 2.15033 -0.10213 -3.41835
H 0.36494 0.97133 -4.80866
H -1.96071 -0.03254 -4.81988
H -2.30388 -2.28059 -3.73941
H -0.52068 -3.25236 -2.28582
N 0.42530 -1.32653 3.34654
H -0.48763 -1.20473 3.78847
H 1.13489 -0.81424 3.87846
H 0.66257 -2.32001 3.33843

Cartesian forces, eV/Å:
Bi -0.24 0.65 0.18
P -0.44 1.16 0.09
P -0.84 -0.42 -0.37
P 1.04 0.70 0.11
H 0.47 0.10 0.29
C -0.14 0.54 -0.25
C 0.11 -0.14 0.14
H 0.35 -0.08 -0.26
C 0.08 -0.17 -0.45
C -0.09 -0.64 -0.07
C 0.54 -0.37 0.07
C 0.38 -0.15 -0.13
C 0.30 0.08 0.29
C 0.32 0.30 0.14
C -0.23 -0.30 -0.22
C -0.31 -0.27 0.16
C -0.38 -0.06 -0.13
H -0.33 -0.63 0.09
H -0.51 0.23 0.03
H 0.09 -0.27 -0.30
H 0.31 0.22 0.13
H -0.40 -0.06 0.11
H 0.13 -0.25 -0.22
H -0.26 0.20 -0.14
H 0.20 0.08 0.24
H 0.13 -0.30 -0.28
H -0.28 -0.19 0.23
H 0.01 0.35 -0.12
H 0.28 0.05 0.13
H -0.22 0.10 -0.15
H -0.30 -0.10 0.41
H 0.22 -0.04 0.10
H -0.27 -0.25 -0.15
H -0.06 0.26 0.05
H 0.30 0.12 0.16
H -0.20 -0.04 0.28
H -0.05 -0.24 -0.29
H -0.32 -0.20 0.08
H 0.26 0.03 0.23
H -0.01 0.19 -0.18
H -0.30 -0.09 -0.14
H 0.02 0.24 -0.04
H 0.22 -0.13 -0.22
H -0.25 -0.18 0.12
H 0.21 -0.11 -0.23
H 0.13 0.06 0.22
C 1.59 -1.09 1.67
C -0.29 0.96 -1.27
C 0.89 0.69 0.20
C -0.13 -0.01 -0.22
C 0.53 -0.81 0.54
C -1.34 -0.33 -0.80
S -0.57 -0.11 -0.66
H -0.20 0.81 0.23
H -0.33 0.18 0.04
H -0.29 -0.43 0.16
H 0.48 -0.23 0.19
H -0.05 0.25 -0.09
H -0.06 0.47 -0.26
N 0.07 0.02 0.10
H 0.41 -0.20 0.10
H -0.34 -0.40 0.01
H -0.06 0.26 0.32

These are the natural (NBO) partial charges, in e, on atoms 1 to 4:
1. Bi 0.889
2. P 0.950
3. P 0.935
4. P 0.934

Which value of largest force on an atom does entry 7 give?
2.16 eV Å⁻¹

What is the formula in the sixth record?
C6H9ClNO2